Formula: C55H89F17I2N2O8Si
Source: the OMol25 dataset
Level of theory: the ωB97M-V functional and the def2-TZVPD basis

Each line ends with the Löwdin charge.
Geometry (Å):
C  6.680886  2.344839  4.185210  0.096
C  6.002212  1.583103  3.562565  -0.155
C  5.115265  0.682983  2.836613  -0.141
C  4.819279  1.080477  1.400599  -0.123
C  5.466915  0.554698  0.310631  -0.162
C  6.603212  -0.397627  0.608892  -0.129
C  7.844552  0.274249  1.199986  -0.776
O  8.628217  -0.325602  1.848854  0.026
I  8.222506  2.358981  0.776052  0.883
C  5.061064  0.890382  -1.037818  -0.164
C  5.724744  0.128429  -2.171133  -0.648
I  7.522982  1.024422  -2.948083  0.952
C  4.846705  -0.357095  -3.320098  -0.303
C  3.548656  -1.036453  -2.834268  -0.078
C  4.076279  1.836475  -1.223030  -0.086
C  3.617128  2.339658  -2.565193  -0.099
C  4.669860  3.175632  -3.307987  -0.270
O  5.375582  3.939235  -2.346746  -0.216
Si  6.322994  5.224733  -2.824228  0.413
C  5.901052  5.885194  -4.527587  -0.162
C  6.052688  6.620062  -1.591280  -0.152
C  8.163366  4.841626  -2.800102  -0.180
C  3.421765  2.396879  -0.086297  -0.124
N  2.406354  3.292335  -0.281953  0.196
C  1.806522  3.764337  0.772245  -0.267
C  0.647000  4.702694  0.561438  -0.087
C  -0.515265  3.972996  -0.157516  -0.041
C  -1.688932  3.593911  0.727383  -0.437
F  -2.836428  3.605838  -0.000656  0.117
F  -1.867309  4.502764  1.719286  0.122
C  -1.585412  2.226712  1.448178  -0.331
F  -2.657825  2.112080  2.250614  0.144
F  -0.496786  2.275100  2.244027  0.147
C  -1.557232  0.957293  0.517859  -0.324
F  -2.616175  0.193809  0.813906  0.171
F  -1.676451  1.312634  -0.780346  0.146
C  -0.269061  0.113723  0.645868  -0.341
F  -0.252819  -0.408539  1.891319  0.165
F  0.802778  0.892266  0.469201  0.177
C  -0.170690  -1.056496  -0.376359  -0.335
F  -1.358477  -1.619303  -0.635133  0.177
F  0.288980  -0.536655  -1.529210  0.160
C  0.843532  -2.168752  0.060181  -0.334
F  1.861804  -1.642022  0.758137  0.166
F  1.361884  -2.677408  -1.071256  0.158
C  0.196536  -3.368478  0.829829  -0.355
F  -0.822851  -2.974469  1.601026  0.163
F  -0.219029  -4.271092  -0.065365  0.176
C  1.228972  -4.080844  1.749040  -0.560
F  1.499016  -3.342191  2.816412  0.193
F  2.343751  -4.363610  1.087720  0.192
F  0.687270  -5.226438  2.167759  0.181
C  2.219216  3.402482  2.076733  -0.067
N  3.176238  2.558765  2.320644  0.175
C  3.782617  2.026972  1.216031  -0.147
H  7.205201  2.875507  4.939717  0.030
H  4.177731  0.730135  3.387124  0.115
H  5.464006  -0.343342  2.911108  0.114
H  6.994544  -0.933334  -0.247950  0.108
H  6.264331  -1.158731  1.303849  0.113
H  6.102998  -0.783171  -1.739055  0.048
H  5.430473  -1.089638  -3.871711  0.095
H  4.609226  0.423207  -4.035558  0.078
H  2.669104  -0.545779  -3.241565  0.069
H  3.521540  -2.056777  -3.206538  0.075
H  3.465679  -1.043567  -1.752374  0.065
H  2.770210  3.000200  -2.447427  0.102
H  3.265547  1.516935  -3.179491  0.094
H  4.102876  3.823113  -3.980602  0.112
H  5.321639  2.573339  -3.941561  0.056
H  4.967716  6.447566  -4.525566  0.033
H  5.769607  5.082094  -5.253068  0.028
H  6.686471  6.554174  -4.870848  0.036
H  5.345579  7.359301  -1.959986  0.024
H  5.781270  6.265810  -0.599701  0.029
H  7.005266  7.142677  -1.494079  0.024
H  8.346598  4.157106  -1.970878  -0.030
H  8.763069  5.737636  -2.687197  0.030
H  8.425005  4.290334  -3.703314  0.018
H  0.348189  5.169842  1.493214  0.114
H  0.993757  5.487747  -0.104762  0.123
H  -0.919593  4.625070  -0.926318  0.135
H  -0.100708  3.111560  -0.668080  0.111
H  1.700060  3.836382  2.923480  0.122
C  -2.756638  -5.648075  2.652523  -0.073
C  -4.069725  -5.819456  3.397079  -0.274
O  -4.533638  -7.155634  3.448538  -0.175
C  -3.681512  -8.092852  4.082456  -0.276
C  -3.380373  -7.772790  5.536391  -0.077
H  -2.843585  -6.025919  1.632079  0.082
H  -2.484451  -4.594010  2.613585  0.065
H  -1.938689  -6.184107  3.135822  0.066
H  -4.852484  -5.261735  2.882484  0.111
H  -3.997157  -5.399115  4.406474  0.110
H  -2.752230  -8.211084  3.513449  0.108
H  -4.208200  -9.045555  4.023115  0.119
H  -2.844758  -6.829087  5.646998  0.065
H  -2.762454  -8.558862  5.971189  0.077
H  -4.305415  -7.699774  6.109635  0.082
C  -4.863952  0.148358  -3.303945  -0.070
C  -3.936357  1.325121  -3.052267  -0.288
O  -4.193608  2.451851  -3.869660  -0.157
C  -5.478698  3.031339  -3.742261  -0.282
C  -5.796870  3.532616  -2.343524  -0.073
H  -4.810622  -0.162953  -4.348079  0.082
H  -4.578847  -0.693878  -2.672299  0.075
H  -5.903986  0.391388  -3.082559  0.067
H  -2.911495  1.029793  -3.279781  0.116
H  -3.952506  1.610254  -1.995093  0.092
H  -6.248473  2.331526  -4.087822  0.108
H  -5.488712  3.871938  -4.437538  0.107
H  -5.808093  2.725500  -1.610061  0.068
H  -6.778364  4.007689  -2.330927  0.078
H  -5.052057  4.261811  -2.021594  0.077
C  8.781806  -5.352107  2.601090  -0.076
C  8.035586  -4.043666  2.796146  -0.275
O  7.025217  -3.807028  1.829984  -0.172
C  5.982104  -4.761702  1.759296  -0.278
C  5.194750  -4.918587  3.049304  -0.077
H  9.233027  -5.389065  1.608775  0.082
H  9.570777  -5.445397  3.347517  0.078
H  8.126593  -6.218841  2.701461  0.065
H  8.729153  -3.209288  2.694439  0.114
H  7.619142  -3.984099  3.808040  0.110
H  6.371851  -5.730061  1.425938  0.109
H  5.317222  -4.404594  0.971560  0.110
H  5.816450  -5.282740  3.867694  0.068
H  4.381547  -5.631250  2.906276  0.074
H  4.768843  -3.961300  3.355979  0.078
C  -4.708930  3.145073  7.695214  -0.081
C  -3.728916  3.962870  6.870849  -0.283
O  -2.384525  3.533566  6.976628  -0.157
C  -2.119592  2.204470  6.566240  -0.275
C  -2.466722  1.926206  5.113331  -0.083
H  -4.422696  3.154861  8.747645  0.081
H  -5.713012  3.559888  7.601855  0.076
H  -4.748961  2.104427  7.370797  0.065
H  -3.730167  4.993853  7.224915  0.118
H  -4.041082  3.991742  5.820438  0.107
H  -2.624291  1.491519  7.228840  0.107
H  -1.048960  2.064536  6.717166  0.119
H  -3.532662  2.046336  4.916413  0.071
H  -2.191762  0.902779  4.853595  0.082
H  -1.928968  2.610479  4.465739  0.062
C  -8.468208  -9.104248  -1.145279  -0.082
C  -8.898469  -8.172412  -0.024480  -0.287
O  -8.128796  -8.292407  1.155518  -0.156
C  -6.741804  -8.023203  1.030543  -0.272
C  -6.431442  -6.616616  0.549783  -0.075
H  -8.502618  -10.142172  -0.811769  0.080
H  -9.132325  -8.990061  -2.002765  0.075
H  -7.452073  -8.896720  -1.482980  0.064
H  -9.920051  -8.411652  0.272073  0.117
H  -8.908628  -7.132940  -0.373039  0.105
H  -6.265542  -8.769251  0.383052  0.110
H  -6.321917  -8.159389  2.024879  0.103
H  -6.823705  -6.426142  -0.450638  0.065
H  -5.352438  -6.459908  0.520281  0.068
H  -6.872186  -5.880239  1.223964  0.082
C  -5.628070  3.976805  -7.968847  -0.078
C  -4.681577  5.133386  -7.696627  -0.281
O  -4.901773  6.267545  -8.514772  -0.159
C  -6.179755  6.867496  -8.417182  -0.283
C  -6.527450  7.366587  -7.024656  -0.079
H  -5.564577  3.666500  -9.012588  0.081
H  -5.371760  3.127288  -7.334445  0.072
H  -6.666951  4.241015  -7.764992  0.066
H  -3.658525  4.820795  -7.904704  0.119
H  -4.712858  5.413536  -6.637157  0.100
H  -6.953316  6.183061  -8.784047  0.106
H  -6.155125  7.709936  -9.108369  0.118
H  -6.572944  6.555231  -6.296903  0.061
H  -7.500837  7.857957  -7.036134  0.076
H  -5.780190  8.082033  -6.678818  0.081

Atomic forces in eV per Å
-0.045 -0.211 0.622
0.037 -0.036 -0.243
-0.253 0.071 -0.038
-0.005 -0.045 0.234
-0.107 -0.217 -0.254
-0.177 0.776 -0.195
-0.018 -0.491 0.226
0.183 0.009 0.126
-0.062 0.024 -0.123
0.365 0.187 0.327
-0.594 -0.057 0.180
0.080 -0.066 0.029
-0.296 -0.091 -0.129
0.248 -0.030 -0.389
-0.137 -0.047 -0.161
0.214 0.062 -0.309
-0.639 -0.167 0.158
0.214 0.201 -0.685
0.444 0.907 0.423
-0.450 -0.376 0.096
0.360 -0.183 -0.234
-0.760 -0.778 0.029
-0.225 0.361 -0.044
0.125 -0.235 0.135
0.160 0.189 0.034
0.130 -0.425 -0.358
0.252 0.568 0.297
0.194 0.011 -0.270
-0.079 -0.254 0.005
0.021 0.062 0.073
-0.512 0.333 0.074
-0.046 -0.077 -0.181
0.174 -0.137 -0.051
-0.079 0.050 -0.191
0.056 -0.160 0.125
0.125 0.136 -0.042
-0.374 -0.406 0.334
0.071 0.082 0.054
0.118 0.095 -0.022
0.468 0.264 -0.267
-0.113 -0.080 0.147
0.002 0.072 -0.013
-0.248 -0.296 -0.482
-0.089 0.195 0.178
0.029 -0.066 -0.022
0.827 0.011 0.136
-0.168 0.030 -0.033
-0.336 0.035 -0.025
-0.484 -0.285 0.171
0.189 0.141 0.024
0.184 0.098 -0.069
0.004 -0.057 0.010
-0.087 0.078 0.360
-0.079 -0.071 -0.585
0.220 -0.096 0.132
0.218 0.290 -0.214
-0.180 -0.118 -0.056
0.172 -0.054 -0.022
0.045 -0.011 -0.155
0.296 -0.177 0.179
0.179 -0.145 0.045
0.171 0.010 -0.068
0.145 0.126 -0.015
-0.133 0.118 0.092
-0.068 -0.181 0.166
-0.033 -0.062 0.132
-0.172 -0.049 0.371
0.028 0.010 -0.149
0.097 0.157 -0.119
0.254 -0.066 0.189
-0.086 0.070 0.064
0.191 -0.006 -0.161
0.146 0.009 -0.036
-0.296 -0.052 0.126
-0.184 0.008 0.062
0.080 0.071 0.073
0.196 0.077 0.155
0.111 0.105 -0.093
0.243 0.122 -0.112
-0.138 -0.010 0.080
0.025 0.135 -0.022
-0.193 0.033 -0.043
-0.116 -0.174 -0.105
0.020 0.015 0.118
0.018 -0.145 0.011
0.066 0.113 0.025
-0.131 -0.040 -0.070
0.104 -0.049 0.045
-0.054 0.106 0.004
-0.002 0.027 -0.013
-0.036 0.021 -0.007
0.015 0.049 0.036
-0.053 -0.060 0.006
0.047 -0.017 0.007
0.023 0.036 0.024
-0.051 0.024 -0.048
0.062 -0.032 -0.012
-0.009 -0.020 -0.007
-0.003 -0.022 0.003
-0.086 0.074 -0.069
-0.009 -0.098 0.105
0.123 0.076 -0.146
-0.130 0.016 0.029
0.092 -0.041 0.047
0.021 -0.021 0.002
0.029 -0.002 -0.006
0.009 -0.019 0.068
0.018 0.077 -0.042
-0.061 -0.014 0.002
-0.018 -0.013 0.055
0.077 -0.023 -0.039
-0.068 -0.012 -0.013
0.000 0.012 -0.019
-0.006 0.013 -0.007
-0.107 -0.055 -0.088
0.128 -0.015 0.123
-0.101 0.221 -0.148
-0.033 -0.104 0.026
0.054 0.072 0.058
0.027 0.013 0.007
0.017 0.027 -0.004
0.012 0.000 0.065
-0.063 0.051 -0.048
-0.025 -0.050 -0.005
0.003 -0.018 0.048
0.039 0.045 -0.030
-0.007 -0.060 -0.019
-0.008 0.005 -0.019
-0.019 -0.003 -0.011
0.076 -0.090 0.021
-0.118 0.014 -0.043
0.123 0.089 0.050
-0.057 -0.153 -0.002
-0.049 0.054 0.259
-0.012 0.020 0.008
0.003 0.027 0.008
-0.044 0.016 -0.046
0.072 0.004 0.003
-0.016 -0.045 0.002
-0.038 0.003 -0.026
0.009 0.066 0.030
-0.008 -0.064 -0.006
0.028 0.008 -0.017
0.072 0.068 -0.022
0.098 -0.025 0.040
-0.028 0.032 -0.091
-0.051 -0.049 0.127
0.085 -0.033 -0.021
-0.097 0.049 -0.056
-0.022 -0.006 -0.005
-0.026 -0.006 0.012
-0.021 0.045 -0.038
0.014 0.001 0.065
0.036 -0.008 -0.033
-0.011 0.051 -0.069
-0.073 0.005 0.040
0.062 -0.022 -0.029
0.011 -0.030 0.038
0.015 -0.008 0.025
-0.098 0.044 -0.043
-0.005 -0.090 0.099
0.104 0.059 -0.088
-0.109 0.000 0.014
0.090 -0.039 0.052
0.029 -0.011 0.000
0.039 0.002 -0.002
0.008 -0.015 0.065
0.016 0.061 -0.038
-0.040 -0.014 0.005
-0.011 -0.017 0.046
0.059 -0.015 -0.027
-0.066 -0.013 -0.017
0.000 0.013 -0.018
-0.007 0.016 -0.008

Calculated values
E_tot: -5443.0698 a.u.
spin multiplicity: 1
HOMO level: -8.76 eV
charge: 0
SMILES: C#CCc1c(CC(=O)I)c([C@H](I)CC)c(CCO[Si](C)(C)C)c2nc(CCC(F)(F)C(F)(F)C(F)(F)C(F)(F)C(F)(F)C(F)(F)C(F)(F)C(F)(F)F)cnc12.CCOCC.CCOCC.CCOCC.CCOCC.CCOCC.CCOCC
relative energy (zero: lowest compared OMol25 entry of this formula, charge and spin): 0.00 kcal/mol
frontier orbital gap: 8.252 eV